{"formula": "C8H20N2O3", "method": "ωB97M-V with the def2-TZVPD basis set", "largest_force_ev_per_a": 5.10, "smiles": "C[C@@H](O)NN(C(C)(C)O)C(C)(C)O", "gap_ev": 9.65, "energy_ev": -17739.9452, "lumo_ev": 0.735, "symbols": ["C", "C", "C", "C", "C", "C", "C", "C", "N", "N", "O", "O", "O", "H", "H", "H", "H", "H", "H", "H", "H", "H", "H", "H", "H", "H", "H", "H", "H", "H", "H", "H", "H"], "xyz": [[0.9343, 3.2918, -1.1542], [-1.8244, -0.7782, 1.6097], [0.5170, -1.7045, 1.9803], [-0.6100, -2.5112, -1.0383], [0.5594, -0.6252, -2.2684], [1.2015, 2.0349, -0.2304], [-0.2947, -0.5075, 1.3941], [-0.4476, -1.0239, -1.1292], [-0.0146, 1.2247, -0.2706], [0.1385, -0.1984, 0.1021], [1.6737, 2.4700, 1.0373], [-0.0049, 0.7020, 2.1967], [-1.6890, -0.5217, -1.5470], [-0.1003, 3.5662, -0.8731], [1.6738, 3.9450, -0.7227], [1.1127, 3.0788, -2.1829], [-2.1586, -1.0143, 2.5558], [-2.1629, -1.5986, 0.8664], [-2.3156, 0.1113, 1.2580], [1.5882, -1.4780, 1.7714], [0.3088, -1.9423, 3.1184], [0.2914, -2.5456, 1.5122], [-1.6809, -2.5919, -0.5804], [0.1270, -2.9667, -0.3376], [-0.3973, -3.0284, -1.9726], [1.6330, -0.5996, -1.8327], [0.3542, 0.3394, -2.5510], [0.3554, -1.2752, -3.2516], [2.0840, 1.4584, -0.5181], [-0.7938, 1.6112, 0.2904], [0.9346, 2.2405, 1.6196], [0.6173, 0.4262, 2.9746], [-1.6104, 0.4109, -1.8259]], "forces_ev_per_angstrom": [[0.0, -1.6, 2.8], [0.9, -0.5, -4.4], [1.2, 3.8, 3.2], [-0.9, -0.4, 2.7], [1.2, -3.4, 0.1], [0.4, 0.2, -1.0], [-1.1, -0.7, 4.0], [2.1, 2.7, -1.4], [-0.3, -1.5, 0.6], [-0.2, 0.3, -3.3], [-1.2, 0.3, 0.4], [1.4, -1.8, 2.3], [-0.9, 0.2, 0.3], [0.6, 0.4, -0.7], [0.0, 0.9, -0.4], [-0.2, -0.1, -0.7], [-0.2, -0.5, 2.2], [0.5, 1.3, 1.5], [-0.5, 0.4, 0.0], [-0.6, -0.2, 0.5], [0.4, 0.9, -2.1], [-1.1, -3.7, -2.2], [1.9, -0.8, -1.3], [-0.6, 0.4, -0.4], [-0.8, 0.3, -0.1], [-1.6, -0.6, -1.2], [-0.5, 2.4, -0.6], [0.9, 1.1, 2.3], [-0.6, -0.4, -1.0], [0.8, 0.1, -0.5], [0.3, 0.0, 0.4], [-1.7, 0.7, -2.2], [0.3, -0.6, 0.4]]}